# 1
105
Properties=species:S:1:pos:R:3:forces:R:3:lowdin_spin:R:1 method="wB97M-V/def2-TZVPD" energy_ev=-57014.3426 max_force_ev_per_a=4.6 orbital_gap_ev="7.014 / 2.023" lumo_ev="-2.6 / -7.6" multiplicity=2 charge=+1
C 4.50734 15.26340 10.09516 0.0 -0.1 -0.6 0.001
O 5.06659 14.19744 9.31096 0.5 -0.9 -0.5 0.015
C 4.69433 14.23629 7.91335 0.3 1.0 1.2 0.001
C 5.16475 12.94373 7.25650 -1.8 1.6 0.5 0.080
N 4.34430 11.91192 7.82186 3.6 -2.7 -1.0 0.661
C 4.80248 10.57291 7.41209 -2.6 -1.7 0.6 0.079
C 3.78101 9.46983 7.87569 -0.8 -0.3 -0.3 0.015
O 4.09828 8.17800 7.39930 1.0 1.2 0.1 0.016
C 5.31283 7.61456 7.97406 -1.9 -0.7 0.6 0.005
H 3.49035 14.97349 10.35930 -0.3 0.6 -0.3 0.000
H 4.63576 16.16119 9.49052 -0.7 0.3 0.2 0.000
H 5.01617 15.46326 11.03816 0.5 -0.7 -0.2 0.000
H 5.10690 15.12948 7.44421 0.2 -0.1 -0.2 0.000
H 3.61158 14.35717 7.87962 -0.3 -0.2 -0.4 0.000
H 6.22306 12.76293 7.44465 0.1 -0.3 0.0 0.034
H 4.96636 12.90150 6.18554 0.4 0.3 -0.2 0.020
H 4.05142 12.03891 8.78009 -0.6 0.1 0.5 0.017
H 5.71978 10.21229 7.87751 0.5 0.9 0.5 0.042
H 4.95550 10.39636 6.34742 -0.1 1.0 -0.2 0.008
H 2.76226 9.65877 7.53728 0.1 0.2 -0.7 0.001
H 3.61404 9.53112 8.95107 0.7 -0.3 0.6 0.000
H 5.12188 7.62409 9.04716 0.7 0.4 0.3 0.000
H 6.25821 8.05461 7.65667 -0.1 0.1 -0.2 0.003
H 5.22317 6.55133 7.75132 0.5 0.1 -0.5 0.001
C 8.68517 -1.15187 1.86916 0.3 1.8 0.5 0.000
O 7.90762 -0.19333 2.63028 1.4 0.5 -3.2 0.000
C 7.40264 -0.64671 3.78278 -1.1 -0.8 2.2 0.000
C 6.75104 0.48753 4.59101 1.1 -1.3 0.0 0.000
N 5.47604 0.86353 4.03510 0.0 0.1 0.6 0.000
C 4.96379 2.09154 4.63032 -0.3 0.8 -1.0 0.000
C 5.67052 3.38351 4.11858 -1.0 -0.6 0.8 0.000
O 6.51640 3.85427 5.11497 1.3 0.2 0.6 0.000
C 7.02393 5.14805 4.88347 -1.1 0.3 0.3 0.000
H 8.22935 -2.13385 1.74247 -0.2 0.1 0.1 0.000
H 9.67402 -1.18568 2.32647 0.0 -0.7 0.4 0.000
H 8.91707 -0.65517 0.92704 -0.6 -0.3 -0.2 0.000
H 8.15175 -1.11132 4.42394 0.5 -0.1 0.2 0.000
H 6.68983 -1.44128 3.56220 -0.5 -0.2 0.3 0.000
H 7.47404 1.30135 4.64657 0.2 0.4 -0.1 0.000
H 6.71446 0.08793 5.60446 -0.7 0.1 0.2 0.000
H 5.72089 1.08128 3.07973 -0.5 0.0 -0.4 0.000
H 4.90685 2.07236 5.71866 0.7 -0.2 0.1 0.000
H 3.91289 2.22327 4.37270 -0.1 -0.3 -0.4 0.000
H 4.86928 4.10361 3.95249 -0.1 0.5 -0.3 0.000
H 6.20042 3.22184 3.17988 0.1 -0.1 -0.2 0.000
H 7.66799 5.46620 5.70326 0.3 -0.5 -0.2 0.000
H 6.17191 5.82686 4.92075 -0.4 0.4 -0.1 0.000
H 7.45733 5.30456 3.89566 0.5 -0.4 -0.1 0.000
C 10.57102 0.38271 6.66664 1.1 0.6 -0.3 0.000
O 11.07361 1.58056 6.05817 -0.5 -0.1 0.1 0.000
C 11.39396 1.38905 4.69467 0.8 1.5 -0.6 0.000
C 11.83909 2.82120 4.04029 -2.3 -1.0 1.3 0.000
N 10.59418 3.71397 3.97665 1.2 -2.1 0.4 0.000
C 10.68364 5.07170 3.52562 1.0 0.1 0.4 0.000
C 11.11474 6.06883 4.63718 0.0 -0.3 -1.5 0.000
O 10.08410 6.09424 5.59357 -1.4 0.6 0.1 0.000
C 10.15749 7.21096 6.45810 1.8 -0.5 0.7 0.000
H 11.27829 -0.42517 6.47902 0.1 -0.3 -0.1 0.000
H 9.60572 0.08309 6.25857 -0.2 0.2 0.2 0.000
H 10.58793 0.56308 7.74148 -0.5 0.0 -0.1 0.000
H 10.57891 0.88174 4.17849 -0.4 0.5 -0.3 0.000
H 12.22730 0.68868 4.63864 0.5 0.0 -0.1 0.000
H 12.29727 2.63135 3.06966 -0.4 0.2 -0.1 0.000
H 12.60514 3.20510 4.71401 0.2 0.2 0.1 0.000
H 10.24137 3.75780 4.92201 -0.3 -0.4 0.2 0.000
H 9.69889 5.31200 3.12485 0.1 0.5 0.0 0.000
H 11.40112 5.09746 2.70547 0.1 0.3 -0.1 0.000
H 11.30505 7.02715 4.15394 -0.5 0.5 0.1 0.000
H 12.08005 5.82015 5.07812 0.1 -0.5 0.3 0.000
H 9.48428 7.22050 7.31530 -0.7 -0.5 -0.5 0.000
H 10.14145 8.18559 5.97030 -0.1 -0.1 -0.4 0.000
H 11.12814 7.06953 6.93344 0.4 0.7 0.3 0.000
C 9.80080 11.99283 5.15257 -0.6 0.4 -1.4 0.000
C 8.71482 11.22140 5.95307 1.0 0.8 -0.7 0.001
O 7.45642 11.25087 5.25313 0.7 0.3 0.8 0.001
O 10.16282 11.39815 3.87433 -0.3 -0.7 0.7 0.000
H 10.73157 12.24631 5.66002 -0.3 -0.4 0.7 0.000
H 9.35551 12.92933 4.81673 -0.3 0.3 0.6 0.000
H 8.63370 11.77429 6.88894 -0.2 0.2 0.2 0.001
H 9.07171 10.23647 6.25408 -0.4 -0.3 -0.5 0.000
H 7.16897 10.34270 5.13399 0.3 -0.7 -0.2 0.000
H 10.97339 11.82304 3.58444 0.0 -0.1 -0.1 0.000
C 9.51758 8.96298 1.71047 1.8 0.1 -0.2 0.000
C 9.55445 7.56746 1.09659 -1.1 0.5 -0.2 0.000
O 8.45405 6.82237 1.62552 0.2 -0.2 0.2 0.000
O 9.51983 8.76479 3.10873 -1.6 -0.6 0.7 0.000
H 8.76155 9.59335 1.24236 -0.7 -0.1 0.6 0.000
H 10.44982 9.52751 1.69173 0.4 -0.1 -1.8 0.000
H 10.54116 7.14349 1.28299 -0.1 -0.5 0.1 0.000
H 9.27019 7.54324 0.04459 0.9 0.4 -0.2 0.000
H 8.27962 7.15182 2.51019 0.1 0.0 0.3 0.000
H 9.66652 9.63700 3.48200 0.0 0.3 0.4 0.000
C 4.48827 10.40694 3.18131 0.6 -0.9 0.2 0.000
C 5.02406 9.06533 2.68705 0.6 0.7 -1.3 0.000
O 5.30831 8.15657 3.72622 -0.5 0.0 -0.1 0.000
O 3.48209 10.04062 4.12264 -0.3 0.6 0.2 0.000
H 4.07612 11.00302 2.36710 0.0 -0.1 -0.1 0.000
H 5.23923 10.99221 3.71199 0.4 0.1 -0.1 0.000
H 5.93402 9.14423 2.09220 0.3 0.4 0.4 0.000
H 4.35275 8.70512 1.90750 -0.6 -0.6 0.5 0.000
H 4.52274 8.07378 4.27177 -0.4 -0.1 0.1 0.000
H 3.17570 10.88841 4.45277 -0.6 -0.2 0.2 0.000
O 7.42256 8.35873 5.26137 0.3 0.5 1.0 0.000
H 6.56534 8.15830 4.88557 -0.5 -0.1 -0.6 0.000
H 7.96568 7.60324 5.03667 0.5 -0.1 -0.1 0.000

=====

# 2
130
Properties=species:S:1:pos:R:3:forces:R:3:mulliken_charge:R:1 method="wB97M-V/def2-TZVPD" energy_ev=-181492.0870 max_force_ev_per_a=5.8 orbital_gap_ev=6.662 lumo_ev=1.5 charge=-1
C -4.26859 -1.02168 1.26727 -0.7 -0.7 0.4 -0.725
C -3.57096 -2.00359 0.21025 -0.2 0.1 -0.2 0.118
C -3.07059 -1.28995 -1.14526 -0.1 0.7 2.7 -0.147
Br -4.63401 -1.18330 -2.41673 0.7 0.0 0.4 -0.261
B -1.76083 -2.06807 -1.77725 -1.6 1.0 -2.8 0.111
C -2.21184 -3.58371 -2.21917 0.2 -1.6 0.1 -0.727
C -1.39867 -4.77280 -1.49529 -0.7 -1.2 -0.5 -0.141
C -0.09693 -5.27473 -2.33134 -0.8 -0.6 1.6 -1.056
C 1.29229 -4.71750 -1.75889 0.8 -0.1 -2.6 -0.170
S 1.88762 -5.60429 -0.22307 -3.2 0.3 3.3 1.034
O 1.70463 -4.64829 0.92037 1.0 -2.3 -2.9 -0.518
O 1.26799 -6.95737 -0.03231 2.0 3.2 -1.1 -0.557
Cl 3.97402 -5.84044 -0.48145 -0.8 0.0 -0.1 -0.266
C -1.26991 -1.19962 -3.11596 -0.2 -0.1 -0.9 -0.865
C 0.07063 -1.77157 -3.78977 -1.2 1.2 -1.5 -0.393
N 1.33417 -1.16674 -3.26112 0.6 0.2 -1.7 0.575
C 2.43371 -1.75033 -4.13590 1.1 -0.5 0.0 -0.603
C 3.91252 -1.47197 -3.57908 0.3 -0.8 -1.0 -0.458
C 1.40847 0.29536 -3.54386 -0.8 2.8 -1.1 0.223
C 2.14090 1.22116 -2.43998 0.4 -1.2 -0.1 -0.928
O 0.92976 0.86697 -4.55830 1.4 -2.5 3.2 -0.605
O -0.57774 -2.11794 -0.86463 2.4 4.3 2.7 -0.172
C -0.18510 -0.85519 -0.42076 -1.8 0.8 1.3 0.358
N -0.08321 0.24105 0.09763 0.1 -5.2 -2.5 -0.784
H -4.49922 -1.61821 2.24341 0.4 1.0 -1.8 0.277
H -3.63068 -0.12609 1.58635 -0.6 -1.2 -0.7 0.026
H -5.26566 -0.62873 0.83484 1.6 -0.5 0.6 0.218
H -4.29880 -2.86178 -0.06574 1.1 1.4 0.5 0.199
H -2.65397 -2.50625 0.67893 -1.2 0.7 -0.5 -0.068
H -2.85439 -0.18632 -0.86158 -0.4 -1.6 -0.7 0.243
H -2.05137 -3.70773 -3.35103 -0.3 0.0 1.4 0.384
H -3.33490 -3.81015 -2.04250 1.8 0.6 -0.3 0.282
H -1.16236 -4.57506 -0.38384 -0.2 -0.1 -1.8 0.020
H -2.11117 -5.68937 -1.48522 1.2 1.3 0.1 0.401
H -0.05795 -6.42061 -2.24487 0.1 1.6 -0.2 0.417
H -0.28828 -5.03880 -3.43373 0.8 0.0 1.5 0.470
H 1.33722 -3.58880 -1.59123 -0.2 -1.6 0.3 -0.002
H 2.09336 -4.94817 -2.56662 -1.1 0.3 1.5 0.456
H -2.10021 -1.29427 -3.92171 1.3 0.2 1.2 0.192
H -1.21314 -0.06218 -2.89407 0.3 -1.7 -0.5 0.163
H 0.15965 -2.90986 -3.76248 -0.1 1.6 0.3 0.086
H 0.01708 -1.48869 -4.91703 0.1 -0.6 1.5 0.441
H 2.33694 -1.39245 -5.23099 0.1 -0.3 1.6 0.358
H 2.29272 -2.89893 -4.18409 0.1 1.8 0.3 0.303
H 4.66259 -1.85334 -4.38936 -1.4 0.6 1.6 0.046
H 4.08650 -2.10939 -2.63236 -0.2 1.3 -1.3 0.141
H 4.15318 -0.36804 -3.42494 -0.5 -1.6 0.0 0.186
H 1.60487 2.22279 -2.26768 0.7 -1.8 -0.4 0.224
H 2.26383 0.59316 -1.47926 -0.4 1.2 -1.4 0.183
H 3.20999 1.45932 -2.80458 -1.7 -0.3 0.4 0.362
C -3.04729 -3.22242 4.38439 0.0 -0.2 -0.7 0.594
O -3.73847 -3.42102 3.39786 0.0 -0.1 0.3 -0.649
N -3.54370 -2.69645 5.53354 -0.7 0.4 0.7 -0.347
N -1.72396 -3.50865 4.41979 0.7 -0.3 -0.2 -0.256
H -2.99113 -2.52556 6.35454 0.1 0.0 -0.1 0.152
H -4.52454 -2.46935 5.54774 0.2 0.0 0.0 0.215
H -1.31666 -3.90028 3.58541 -0.1 0.1 0.1 0.141
H -1.13845 -3.35214 5.22243 0.0 0.2 0.0 0.167
C 1.65682 4.80844 -0.55720 0.0 -0.3 -0.4 0.541
O 2.03142 4.21228 -1.55375 0.0 0.3 0.1 -0.636
N 0.75405 4.27991 0.30828 -0.4 -0.6 0.4 -0.281
N 2.10600 6.04501 -0.22811 0.4 0.7 0.0 -0.428
H 0.42863 4.75024 1.13448 -0.2 0.2 -0.2 0.217
H 0.39585 3.36008 0.09445 0.0 0.1 0.0 0.106
H 2.77703 6.46894 -0.84751 -0.1 -0.1 0.1 0.231
H 1.80859 6.54953 0.58747 0.0 -0.1 0.0 0.153
C -7.26030 1.82355 -1.42737 0.1 -0.3 0.5 0.653
O -6.95265 0.90644 -0.68287 -0.1 0.1 0.0 -0.624
N -7.22082 1.71427 -2.77910 0.0 -0.4 -0.8 -0.361
N -7.66598 3.03107 -0.96499 -0.2 0.4 0.3 -0.300
H -7.46868 2.45623 -3.40756 0.1 0.0 0.1 0.156
H -6.92175 0.82998 -3.15915 0.1 0.2 0.1 0.204
H -7.70373 3.14998 0.03364 0.0 0.1 -0.2 0.122
H -7.92341 3.80047 -1.55616 0.1 0.1 0.2 0.135
C -6.94546 6.01618 0.89771 0.6 -0.3 -0.6 0.625
O -7.67482 5.84953 -0.07172 -0.4 0.1 0.1 -0.669
N -7.39122 6.53056 2.07277 -0.7 0.4 0.6 -0.394
N -5.63125 5.69969 0.87665 -0.1 0.1 -0.2 -0.217
H -6.80827 6.67368 2.87692 0.0 -0.1 -0.1 0.157
H -8.36580 6.77784 2.12507 0.2 -0.1 0.0 0.211
H -5.26739 5.31585 0.01945 0.0 0.0 0.2 0.181
H -5.00909 5.82441 1.65622 0.2 -0.2 -0.1 0.174
C 0.55206 -3.39664 7.96710 0.0 0.0 -0.3 0.662
O 0.15450 -2.65527 7.07982 -0.1 0.0 0.0 -0.662
N 0.99636 -4.65326 7.72474 0.1 -0.5 -0.4 -0.372
N 0.58275 -3.02526 9.27067 -0.1 0.5 0.6 -0.405
H 1.32657 -5.27709 8.43828 0.0 0.1 -0.1 0.165
H 0.98903 -4.96617 6.76687 0.0 0.0 0.2 0.222
H 0.26009 -2.09713 9.49100 0.1 -0.2 0.0 0.224
H 0.90520 -3.61815 10.01354 0.0 0.0 -0.1 0.157
C 7.38652 -3.31068 -4.74400 -0.3 0.1 -0.2 0.707
O 6.19988 -3.39134 -5.02728 0.1 -0.1 -0.1 -0.642
N 7.92243 -3.92446 -3.65970 0.0 -0.5 0.7 -0.409
N 8.26777 -2.60166 -5.48860 0.1 0.4 -0.6 -0.338
H 8.89278 -3.87096 -3.40960 -0.1 0.0 0.0 0.143
H 7.29714 -4.46168 -3.08082 0.1 0.1 -0.1 0.231
H 7.90542 -2.13080 -6.30473 0.2 0.0 0.0 0.126
H 9.24508 -2.52264 -5.27492 -0.1 0.0 0.0 0.154
C 1.28310 2.87131 4.16800 0.2 -0.2 -0.4 0.682
O 0.90998 3.95730 4.59883 -0.2 0.1 0.2 -0.713
N 1.50177 1.80189 4.97160 0.0 -0.3 0.8 -0.395
N 1.50784 2.64774 2.85499 0.0 0.3 -0.2 -0.232
H 1.80670 0.90513 4.63835 -0.1 0.1 0.0 0.166
H 1.34495 1.92910 5.95790 0.1 -0.1 -0.2 0.211
H 1.35577 3.42042 2.22469 0.2 -0.4 0.0 0.146
H 1.81297 1.76647 2.48105 -0.1 0.0 -0.1 0.130
C -2.78486 4.13527 2.79163 0.1 -0.4 -0.1 0.724
O -3.20814 4.90511 1.93778 0.1 0.2 0.1 -0.756
N -2.37849 2.87843 2.50187 0.1 -0.2 -0.5 -0.240
N -2.68674 4.47661 4.10070 -0.3 0.5 0.6 -0.362
H -2.02839 2.23195 3.18557 0.0 0.0 -0.1 0.126
H -2.43638 2.58677 1.53806 0.0 -0.1 0.2 0.071
H -2.97942 5.40522 4.35601 0.1 -0.2 0.0 0.198
H -2.34233 3.86068 4.81448 0.1 0.0 -0.1 0.166
C 7.31724 -2.25248 -9.33802 -0.1 0.2 0.3 0.702
O 7.91313 -1.33643 -8.78854 0.1 -0.1 0.1 -0.660
N 7.69143 -2.74851 -10.54392 0.5 -0.1 -0.7 -0.399
N 6.23236 -2.85131 -8.79044 -0.4 0.0 0.4 -0.323
H 7.21669 -3.49896 -11.01154 0.0 0.1 0.1 0.158
H 8.49437 -2.32889 -10.98338 -0.2 -0.1 0.1 0.220
H 5.92234 -2.51109 -7.89285 0.0 -0.2 -0.1 0.153
H 5.73036 -3.60388 -9.22511 0.1 0.1 0.1 0.165
C 2.19145 7.09164 6.15038 0.1 -0.5 -0.3 0.599
O 3.15005 6.73636 5.48206 0.0 0.2 0.1 -0.643
N 2.10622 8.32879 6.70628 0.3 1.0 0.3 -0.388
N 1.13052 6.28617 6.39645 -0.2 -0.5 0.1 -0.294
H 1.32868 8.64132 7.25831 0.1 -0.1 -0.1 0.156
H 2.87603 8.95767 6.54600 -0.2 -0.1 0.0 0.226
H 1.15381 5.35513 5.99996 -0.1 0.0 -0.2 0.278
H 0.33564 6.56246 6.94312 0.1 0.1 -0.1 0.142